C5H6N2 in the gas phase at a distorted geometry, computed with ωB97M-V with the def2-TZVPD basis set.

The geometry in XYZ format:
```
13
Properties=species:S:1:pos:R:3
C -2.1888 0.3812 -1.0699
C -0.8528 0.6862 -1.1923
C 0.1869 0.1447 -0.3064
C 0.9830 -1.0223 -0.1764
C 1.5999 -0.8065 1.0363
N 1.2299 0.4764 1.5356
N 0.4830 1.0243 0.6788
H -2.4516 -0.2689 -0.2053
H -3.1565 0.6314 -1.6244
H -0.4783 1.3256 -1.9263
H 1.0374 -1.9473 -0.7083
H 2.1433 -1.5910 1.5742
H 1.4644 0.9662 2.3845
```

## Properties
E_HOMO: -8.9 eV
largest force on an atom: 5.16 eV Å⁻¹
E: -8260.1809 eV

Atomic partial charges in e from the natural (NBO) method, atoms 1 to 4: atom 1 (C): -0.379, atom 2 (C): -0.186, atom 3 (C): 0.047, atom 4 (C): -0.315